No. 1
The molecule C5H9NO. Source: the OMol25 dataset; level of theory: ωB97M-V/def2-TZVPD.

Element x y z (Å)
1 C -2.17 0.04 0.58
2 N -0.77 -0.34 0.40
3 C 0.15 -0.03 1.46
4 C 0.21 0.70 0.16
5 C 1.29 0.52 -0.90
6 O 1.94 1.49 -1.23
7 C 1.55 -0.83 -1.54
8 H -2.66 -0.71 1.20
9 H -2.67 0.05 -0.39
10 H -2.31 1.03 1.06
11 H -0.22 0.58 2.30
12 H 0.86 -0.80 1.74
13 H -0.13 1.74 0.24
14 H 1.90 -0.64 -2.56
15 H 2.37 -1.32 -0.99
16 H 0.68 -1.48 -1.53

Properties
**Charge**: 0
**LUMO**: 1.0 eV
**SMILES**: CC(=O)[C@@H]1CN1C


No. 2
A cluster of 2 separate species, C5H9NO in total at a distorted geometry. Source: the OMol25 dataset; level of theory: ωB97M-V/def2-TZVPD.

Element x y z (Å)
1 C -2.50 0.22 1.28
2 C -1.60 1.29 0.77
3 C 0.53 1.40 -0.30
4 C 2.43 -2.42 -1.33
5 C 3.50 -2.72 -1.77
6 H -1.84 -0.57 1.52
7 H -2.94 -0.05 0.14
8 H -3.35 0.59 1.97
9 H -0.25 -0.16 1.25
10 H 0.15 2.40 -0.39
11 H 1.53 1.42 0.20
12 H 0.80 0.72 -1.24
13 H 1.44 -2.35 -0.84
14 H 4.47 -2.89 -2.24
15 N -0.41 0.73 0.42
16 O -1.96 2.37 0.55

Properties
**Charge**: 0
**LUMO**: 0.5 eV
**SMILES**: CNC(C)=O.C#C


No. 3
A cluster of 2 separate species, C5H9NO in total. Source: the OMol25 dataset; level of theory: ωB97M-V/def2-TZVPD.

Element x y z (Å)
1 O 1.46 -1.79 0.63
2 C 1.29 -1.34 -0.48
3 C -1.12 -0.93 -0.72
4 C -0.72 0.23 0.08
5 C -1.29 1.53 0.44
6 N -0.84 0.57 1.47
7 C 0.29 -0.31 -0.86
8 H 2.28 0.33 1.06
9 H 1.83 -1.77 -1.35
10 H -1.13 -1.88 -0.20
11 H -1.80 -0.82 -1.55
12 H -2.37 1.66 0.38
13 H -0.70 2.43 0.28
14 H 0.05 0.86 1.86
15 H 0.52 0.24 -1.77
16 H 2.24 0.99 0.73

Properties
**Charge**: 0
**LUMO**: 1.0 eV
**SMILES**: O=C[C@H]1C[C@]12CN2.[H][H]


No. 4
The molecule C5H9NO at a distorted geometry. Source: the OMol25 dataset; level of theory: ωB97M-V/def2-TZVPD.

Element x y z (Å)
1 C -2.05 -0.49 0.14
2 C -1.18 0.72 0.38
3 N -0.15 0.17 1.36
4 C 0.27 0.92 0.20
5 C 1.07 0.25 -0.85
6 C 2.30 -0.44 -0.49
7 O 1.11 -1.17 -0.80
8 H -2.90 0.00 -0.30
9 H -2.42 -1.05 1.03
10 H -1.65 -1.26 -0.51
11 H -1.72 1.61 0.76
12 H 0.03 -0.81 1.08
13 H 0.62 1.90 0.51
14 H 0.96 0.66 -1.85
15 H 3.10 -0.54 -1.22
16 H 2.60 -0.48 0.55

Properties
**Charge**: 0
**LUMO**: 1.1 eV
**SMILES**: C[C@H]1N[C@H]1[C@H]1CO1


No. 5
The molecule C5H9NO. Source: the OMol25 dataset; level of theory: ωB97M-V/def2-TZVPD.

Element x y z (Å)
1 C -1.69 -1.02 0.29
2 C -1.18 0.35 0.61
3 N -0.11 0.56 1.41
4 C 0.63 1.35 0.55
5 C 1.27 0.81 -0.68
6 C 1.46 -0.62 -0.96
7 O 0.52 0.14 -1.70
8 H -1.24 -1.39 -0.64
9 H -2.77 -1.03 0.16
10 H -1.42 -1.72 1.09
11 H -1.75 1.22 0.34
12 H 0.18 0.00 2.21
13 H 1.03 2.29 0.92
14 H 2.01 1.50 -1.09
15 H 2.33 -0.98 -1.52
16 H 1.04 -1.34 -0.26

Properties
**Charge**: 0
**LUMO (alpha / beta)**: 0.9 / 0.9 eV


No. 6
The molecule C5H9NO at a distorted geometry. Source: the OMol25 dataset; level of theory: ωB97M-V/def2-TZVPD.

Element x y z (Å)
1 N -0.12 1.30 2.33
2 C -0.15 0.53 1.33
3 C -1.12 0.76 0.19
4 C -0.50 0.37 -1.16
5 C 0.08 -1.05 -1.04
6 C 1.15 -0.99 0.03
7 O 0.66 -0.60 1.29
8 H 0.57 0.95 3.00
9 H -2.01 0.15 0.37
10 H -1.44 1.80 0.22
11 H 0.31 1.05 -1.41
12 H -1.25 0.44 -1.95
13 H -0.75 -1.75 -0.85
14 H 0.58 -1.37 -1.96
15 H 2.03 -0.21 -0.44
16 H 2.13 -1.42 0.01

Properties
**Charge**: 0
**LUMO**: 0.9 eV
**SMILES**: [H]/N=C1/CCCCO1